Record 1
Computed, not measured: C47H53N11OPdSb as an isolated structure in a non-equilibrium geometry, with ωB97M-V/def2-TZVPD.

```
114
Properties=species:S:1:pos:R:3:mulliken_spin:R:1
Pd 0.27203 0.14409 0.76553 0.58
N -0.35644 -3.22922 4.01083 0.00
C -1.69682 -2.75031 4.43630 0.00
C -1.64756 -1.27985 4.85480 0.00
C -1.55706 -0.22680 3.73439 0.00
N -0.18259 -0.01819 3.18492 0.05
C -2.54510 -0.54163 2.60196 0.02
C -2.48434 -1.98951 2.12152 -0.02
N -1.14414 -2.24907 1.47933 0.00
C -2.71389 -2.95540 3.29790 0.00
H 0.34656 -2.97750 4.69994 0.00
H -0.48960 -2.61521 2.29819 0.00
H -0.35827 -4.24634 3.97646 0.00
H -2.02001 -3.32708 5.30524 0.00
H -0.83729 -1.12761 5.57405 0.00
H -2.57211 -1.08169 5.40015 0.00
H -1.88105 0.71041 4.18908 0.00
H 0.49610 -0.59433 3.66754 -0.01
H 0.10798 0.93604 3.35978 -0.01
H -2.35221 0.13066 1.76177 0.00
H -3.56135 -0.34001 2.94634 0.00
H -3.25482 -2.13755 1.36402 0.00
H -0.72245 -1.35709 1.08357 0.00
H -1.20913 -2.96016 0.75696 0.00
H -2.69119 -3.99460 2.95714 0.00
H -3.71160 -2.77145 3.69558 0.00
C -0.04588 -1.51654 -4.92249 0.00
N 0.11416 -0.92227 -3.60610 0.00
C -0.02696 -1.48494 -2.39910 0.00
N 0.11928 -0.56388 -1.46139 0.08
C 0.35274 0.57769 -2.18295 -0.02
N 0.34772 0.39190 -3.47765 0.00
C -1.49824 -1.79589 -5.26278 -0.02
C -1.83281 -2.83772 -6.13831 0.12
C -3.15699 -3.08931 -6.48673 -0.03
C -4.17200 -2.32242 -5.95584 0.08
C -3.84351 -1.27430 -5.07804 0.02
C -2.50274 -1.00859 -4.74690 0.06
C -4.87206 -0.49405 -4.48890 0.15
N -6.19234 -0.64457 -4.60445 0.14
N -6.76251 0.24912 -3.82596 0.13
C -5.79076 0.95105 -3.24275 0.16
O -4.57254 0.51593 -3.64035 -0.04
C -5.90343 1.99015 -2.27988 0.01
C -7.15742 2.32038 -1.73847 0.08
C -7.22323 3.28869 -0.76008 -0.03
C -6.06546 3.93048 -0.32568 0.11
C -4.81503 3.62821 -0.87788 -0.02
C -3.57645 4.39698 -0.46434 0.00
N -2.55512 3.58995 0.20368 0.00
C -1.83009 2.55749 -0.24194 -0.01
N -0.96907 2.17882 0.68816 0.00
C -1.22837 3.03493 1.71718 0.00
N -2.18347 3.89206 1.45738 0.00
C -4.74404 2.66357 -1.86083 0.06
H 0.54306 -2.43064 -4.98786 0.00
H 0.36305 -0.79595 -5.63010 0.00
H -0.22106 -2.53409 -2.24286 0.00
H 0.53908 1.53928 -1.73639 0.00
H -1.04554 -3.45303 -6.55804 0.00
H -3.39047 -3.89312 -7.17107 0.00
H -5.20948 -2.50940 -6.20064 0.00
H -2.26814 -0.17606 -4.09549 0.01
H -8.04447 1.81506 -2.09772 0.00
H -8.17948 3.55443 -0.33115 0.00
H -6.14062 4.69143 0.44182 0.00
H -3.83278 5.17795 0.24565 0.00
H -3.13054 4.86265 -1.34412 0.00
H -1.89874 2.13729 -1.23105 0.00
H -0.68110 3.04948 2.64562 0.00
H -3.80495 2.43494 -2.34679 0.01
C 2.58907 -3.01082 1.82825 0.00
C 4.01103 -2.52513 1.70356 -0.02
C 5.07863 -3.37216 1.98802 0.00
C 6.38956 -2.93111 1.88194 0.00
C 6.66255 -1.63203 1.48400 0.00
C 5.61176 -0.77289 1.19599 0.01
C 4.30160 -1.22384 1.30001 0.03
Sb 2.84449 0.27102 0.80849 0.28
C 3.41931 1.47235 2.51571 0.02
C 3.39096 0.72017 3.68724 -0.01
C 3.79526 1.28026 4.88753 0.00
C 4.23422 2.59672 4.90853 0.01
C 4.24774 3.34312 3.74217 0.00
C 3.82963 2.80325 2.52553 0.00
C 3.83648 3.64196 1.28000 0.01
C 3.45054 0.75835 -1.21133 0.03
C 3.44690 2.08267 -1.64118 -0.01
C 3.84751 2.40708 -2.92793 0.00
C 4.24319 1.39814 -3.79132 0.01
C 4.19438 0.07720 -3.37717 0.00
C 3.78116 -0.27725 -2.09276 -0.01
C 3.68972 -1.73907 -1.74079 0.00
H 2.56174 -4.04040 2.18467 0.00
H 2.08081 -2.96838 0.85997 0.00
H 2.03007 -2.38338 2.52823 0.00
H 4.88302 -4.39187 2.29839 0.00
H 7.20329 -3.60328 2.11979 0.00
H 7.68295 -1.28346 1.39732 0.00
H 5.82245 0.24512 0.88514 0.00
H 3.08821 -0.32373 3.66404 -0.01
H 3.78591 0.69022 5.79449 0.00
H 4.56864 3.04116 5.83641 0.00
H 4.59300 4.36956 3.76661 0.00
H 4.07899 4.67826 1.50543 0.00
H 2.85156 3.61877 0.80621 0.00
H 4.57988 3.27099 0.57163 0.00
H 3.12650 2.87688 -0.98110 0.00
H 3.85698 3.44113 -3.24638 0.00
H 4.57568 1.63782 -4.79268 0.00
H 4.48117 -0.70985 -4.06532 0.00
H 3.58481 -2.33741 -2.64565 0.00
H 2.83283 -1.94073 -1.09259 0.00
H 4.59101 -2.07913 -1.22879 0.00
```

Computed properties:
F_max (eV/A): 1.61
Molar mass (g mol⁻¹): 1016.197
Orbital gap (alpha / beta) (eV): 6.196 / 3.593
Total charge: +3
E_LUMO (alpha / beta) (eV): -7.979 / -11.052
<S²>: 2.04
Energy relative to the best compared isomer or geometry (same formula, charge and spin) (kcal/mol): 32.50
Multiplicity: 3



Record 2
Computed, not measured: one molecule with the formula C4H7BO2S in a non-equilibrium geometry, with ωB97M-V/def2-TZVPD.

```
15
Properties=species:S:1:pos:R:3:nbo_charge:R:1
C 1.85636 -1.51920 -0.08828 -0.71
C 1.16733 -0.22330 0.02020 0.06
C -0.40933 -0.05661 0.02137 -0.49
C -1.09949 -1.25227 0.03180 -0.29
S -2.74835 -1.48176 0.00810 -0.03
B -0.92320 1.39395 -0.09646 1.10
O 0.05481 2.33882 0.21388 -0.91
O -2.18439 1.73309 -0.34060 -0.88
H 2.74361 -1.22891 -0.53579 0.23
H 1.23161 -2.15073 -0.74929 0.24
H 2.07874 -1.89715 1.03503 0.25
H 1.73023 0.76750 -0.08070 0.23
H -0.67035 -2.24583 0.12624 0.21
H -0.26564 3.21539 0.55611 0.49
H -2.56195 2.60702 -0.12159 0.50
```

Computed properties:
F_max (eV/A): 7.60
Molar mass (g mol⁻¹): 129.977
Orbital gap (alpha / beta) (eV): 7.006 / 6.937
E_LUMO (alpha / beta) (eV): -0.917 / -0.972
Energy relative to the best compared isomer or geometry (same formula, charge and spin) (kcal/mol): 61.61
Structure (SMILES): C/C=C(\C=S)B(O)O



Record 3
Computed, not measured: a 2-piece molecular cluster, C7H9O2P2S2 overall in a non-equilibrium geometry, with ωB97M-V/def2-TZVPD.

```
22
Properties=species:S:1:pos:R:3:nbo_charge:R:1
C 1.01011 -2.66408 -0.11814 -0.24
C 0.39608 -1.80999 -1.01437 -0.18
C 0.55160 -2.52499 1.21049 -0.16
C -0.60592 -0.87486 -0.63229 -0.29
C -0.48903 -1.67577 1.62350 -0.25
C -1.06901 -0.81716 0.64188 -0.08
C -0.57139 3.11869 -0.81453 -0.89
O 2.37634 -0.26652 1.27741 -1.10
O 0.35621 1.25225 1.25194 -1.14
P -2.29503 2.31234 -0.37349 0.44
P 1.57107 0.79768 0.56168 1.97
S 2.22163 1.44288 -1.14204 -0.73
S -2.13794 0.59886 1.12939 -0.07
H 1.76522 -3.48204 -0.27582 0.21
H 0.67131 -1.66945 -2.08113 0.21
H 1.06625 -3.28831 1.79970 0.20
H -1.08397 -0.33791 -1.43699 0.21
H -0.98813 -1.52676 2.52574 0.22
H -0.17681 2.86202 -1.79365 0.24
H -0.72871 4.15228 -0.99899 0.20
H 0.15396 3.12078 -0.05871 0.26
H -1.99383 1.28006 -1.28157 -0.04
```

Computed properties:
F_max (eV/A): 3.51
Molar mass (g mol⁻¹): 251.229
Orbital gap (eV): 7.855
Total charge: -1
E_LUMO (eV): 3.218
Energy relative to the best compared isomer or geometry (same formula, charge and spin) (kcal/mol): 19.10



Record 4
Computed, not measured: an isolated ion of composition C4H8NO2 and charge +1 in a non-equilibrium geometry, with ωB97M-V/def2-TZVPD.

```
15
Properties=species:S:1:pos:R:3:nbo_charge:R:1
C -2.48656 0.19957 -0.10948 0.38
C -0.18260 0.97985 -0.28303 0.43
C -1.14322 0.04894 0.12300 -0.48
C 1.94022 -0.15795 0.54608 0.08
N 2.85329 -0.77402 -0.26477 -0.78
O 1.07381 0.93390 -0.18612 -0.44
O -3.30783 -0.74973 0.20865 -0.58
H -2.86851 1.11364 -0.55759 0.20
H -0.53969 1.88247 -0.78597 0.20
H 1.24016 -0.85678 0.99930 0.19
H 2.42698 0.47228 1.29444 0.22
H -0.84547 -0.87886 0.59414 0.25
H 2.49690 -1.43088 -0.94577 0.39
H 3.58710 -0.19050 -0.63917 0.40
H -4.24459 -0.59191 0.00631 0.53
```

Computed properties:
F_max (eV/A): 1.04
Molar mass (g mol⁻¹): 102.113
Orbital gap (eV): 9.628
Total charge: +1
E_LUMO (eV): -4.822
Energy relative to the best compared isomer or geometry (same formula, charge and spin) (kcal/mol): 33.44